Record 1
Density functional theory data (ωB97M-V/def2-TZVPD) for a molecular structure, C25H51O17Zn.

Output
Energy relative to the best compared isomer or geometry (same formula, charge and spin) ... 0.0 kcal per mole
Charge ... +1
Gap between HOMO and LUMO ... 7.61 eV

```
94
Properties=species:S:1:pos:R:3:mulliken_charge:R:1
C -2.4152 -20.8016 -4.3895 -0.684
C -12.0236 -11.6085 -7.6735 -0.458
C -12.0122 -16.1430 -6.7442 -1.020
C -4.8434 -11.9963 -9.2507 -0.408
H -1.4177 -13.5937 -5.2822 0.374
O -9.7736 -11.7308 -6.2386 -0.183
H -11.7123 -16.8300 -7.5371 0.328
C -10.9294 -16.1122 -5.6884 0.543
O -10.9269 -12.8277 -4.6340 -0.322
C -2.2845 -13.8167 -4.6540 -1.228
O -10.0851 -14.0022 -9.4704 -0.251
C -10.2053 -15.0828 -10.4205 -0.393
H -6.9533 -12.2002 -11.1676 0.026
C -7.1119 -17.2095 -9.7196 -0.785
C -9.2668 -13.0020 -9.7119 0.746
O -9.0145 -12.1904 -8.8468 0.017
H -2.8962 -11.0888 -6.0253 0.569
H -8.9324 -13.4638 -4.3005 0.139
H -7.0290 -18.2469 -9.4185 0.429
C -10.7828 -12.2516 -5.7908 0.542
H -6.6648 -14.6578 -7.3782 -0.018
C -5.5068 -10.6777 -9.0716 0.692
H -11.7672 -10.5608 -7.5266 0.349
C -9.7767 -13.0260 -3.7758 -0.663
H -9.2283 -15.5186 -10.6009 -0.104
H -10.6122 -14.7176 -11.3605 0.358
C -3.5837 -11.9080 -5.7945 -0.559
O -11.9204 -12.3306 -6.4443 -0.309
H -6.9206 -15.4284 -11.8095 0.337
O -3.1351 -11.9424 -3.4692 -0.559
C -7.9821 -11.9110 -11.3616 -0.594
H -9.6013 -14.7056 -6.6299 -0.331
H -2.7131 -21.6631 -3.7991 0.244
C -7.4323 -16.2325 -2.7963 -0.634
H -4.5693 -11.4651 -5.6534 0.048
H -12.2011 -15.1340 -7.1127 0.094
H -12.9446 -16.5099 -6.3165 0.355
H -5.4723 -12.7433 -8.7551 -0.474
H -8.2245 -10.9791 -10.8503 0.328
H -8.1397 -11.7551 -12.4236 0.348
H -6.1804 -12.9206 -3.8419 -0.179
H -8.7754 -15.7488 -5.4393 -0.620
H -10.1359 -13.6322 -2.9553 0.232
H -7.0845 -16.6711 -3.7304 0.104
C -6.4777 -13.9338 -6.5625 -0.514
H -5.2819 -8.5730 -9.0698 0.371
H -1.5744 -20.2950 -3.9195 0.276
H -4.2644 -16.9758 -6.9275 0.313
O -7.0644 -12.7253 -6.8696 0.402
H -9.2444 -16.3620 -7.0033 0.446
C -3.0630 -12.5289 -4.5152 0.771
H -11.3767 -12.0477 -8.4274 -0.057
C -4.7987 -9.4351 -9.5237 -1.349
C -5.9041 -16.7393 -10.5047 0.584
H -1.9217 -14.1202 -3.6738 0.370
C -5.0179 -17.7348 -6.7143 -0.561
O -11.1352 -16.3356 -4.5291 -0.547
H -5.6822 -11.5159 -2.8555 0.416
O -8.8692 -12.9505 -10.9559 -0.460
O -5.8964 -13.2168 -1.8155 -0.386
C -9.5655 -15.7061 -6.1840 0.719
H -6.2648 -14.6425 -10.3799 -0.236
O -7.0763 -14.8515 -2.7435 -0.176
C -3.6056 -19.2246 -5.6161 0.710
H -13.0573 -11.6973 -7.9859 0.295
O -5.7017 -15.2517 -0.9932 -0.560
H -9.5294 -12.0305 -3.4054 0.553
H -7.0156 -16.7449 -1.9348 0.404
Zn -8.0425 -11.2005 -7.2150 0.715
H -3.7314 -9.4739 -9.3321 0.390
H -4.7157 -12.3018 -10.2894 0.433
H -5.1718 -15.1043 -11.7427 0.435
H -7.3250 -16.5408 -8.8860 -0.168
H -7.3557 -12.0703 -2.8612 0.182
H -3.5777 -12.6318 -6.6057 0.008
O -3.5350 -19.9304 -4.4976 -0.323
O -4.7056 -18.4615 -5.5482 -0.234
H -5.3918 -13.8699 -6.4123 0.032
C -6.1771 -14.5118 -1.7962 0.707
O -2.8320 -19.2459 -6.5237 -0.539
H -2.1040 -21.1674 -5.3686 0.339
H -8.5217 -16.3061 -2.7944 0.245
C -6.3144 -12.3979 -2.8935 -0.093
H -10.8671 -15.8191 -9.9824 0.208
H -3.8800 -12.0817 -8.7470 0.528
O -4.9335 -17.4321 -10.6623 -0.549
C -6.0408 -15.3805 -11.1579 -0.496
H -4.9549 -9.3774 -10.6072 0.317
H -7.9441 -17.1178 -10.4266 0.504
O -6.6562 -10.6174 -8.6472 -0.307
H -5.9760 -17.2493 -6.5229 0.110
H -5.1608 -18.3653 -7.5936 0.323
H -2.8733 -14.6378 -5.0624 0.210
H -6.9289 -14.4282 -5.6845 -0.189
```


Record 2
Density functional theory data (ωB97M-V/def2-TZVPD) for a single C16H22N2O3S2 molecule.

Output
SMILES ... CCN(CC)C(=S)SCCC(=O)NC(=O)Oc1ccc(C)cc1
Energy relative to the best compared isomer or geometry (same formula, charge and spin) ... 52.1 kcal per mole
Charge ... 0
Gap between HOMO and LUMO ... 8.73 eV

```
45
Properties=species:S:1:pos:R:3:nbo_charge:R:1
C -2.8025 0.6291 -3.1758 -0.263
C -3.6200 1.6412 -6.7944 -0.639
H -3.0018 1.0312 -7.4787 0.226
C 2.7965 -1.2087 -1.0469 -0.510
H 1.0142 -0.6882 6.0789 0.205
H -4.6115 1.3135 -6.6642 0.214
H 4.3282 -0.7733 0.3901 0.236
H 3.4775 -0.7403 -1.7026 0.242
H 2.9340 0.2230 0.5134 0.224
H -0.6790 -1.7723 5.7549 0.211
H 0.0171 1.2229 5.0851 0.205
C -1.1639 2.1989 -3.9952 -0.214
C -0.7925 -2.0195 4.6947 -0.620
H 2.7016 -0.2703 5.6822 0.234
H -4.4348 0.3165 -4.5189 0.209
C 2.5879 -1.0099 3.1220 -0.058
O -1.6196 -0.0551 -0.1508 -0.588
H -1.3285 -1.2116 4.1351 0.222
C 0.5593 -2.2755 3.9680 -0.214
H -1.3947 -2.9536 4.5769 0.225
C -3.5006 0.8055 -4.3568 -0.202
C -2.9910 1.6660 -5.4430 -0.006
H 1.0896 -3.1400 4.3229 0.191
H 0.4956 -0.5928 0.3226 0.432
H -3.2017 -0.1277 -2.5448 0.232
S 3.9114 -0.0825 3.4379 -0.137
S 2.5094 -1.9917 1.5641 0.198
H -3.7527 2.6623 -7.1748 0.215
C -1.6226 1.2857 -2.9800 0.275
N 0.3828 -0.4112 -0.6417 -0.667
C 3.2516 -0.7828 0.3755 -0.496
H 2.8598 -2.2897 -1.0884 0.237
H 0.2963 -2.5529 2.9551 0.223
H -0.1465 2.6190 -3.7788 0.225
O -0.8377 1.2348 -1.8579 -0.495
C 1.1462 1.1298 5.1116 -0.613
O 1.4252 -0.2147 -2.6578 -0.544
C 1.4812 -0.5083 -1.5207 0.702
H 1.4123 1.6539 6.0179 0.212
C 1.6770 -0.3099 5.2937 -0.231
H -1.4790 3.1716 -6.0662 0.230
C -1.7936 2.4187 -5.2482 -0.224
N 1.5629 -1.1494 4.0969 -0.432
H 1.5987 1.6742 4.3134 0.222
C -0.7419 0.2341 -0.9263 0.907
```


Record 3
Density functional theory data (ωB97M-V/def2-TZVPD) for a molecular structure, C5H7NO.

Output
Energy relative to the best compared isomer or geometry (same formula, charge and spin) ... 71.0 kcal per mole
Charge ... 0
Gap between HOMO and LUMO (spin up / spin down) ... 8.04 / 8.04 eV

```
14
Properties=species:S:1:pos:R:3:nbo_charge:R:1
H -0.1827 -1.9784 1.2691 0.244
H 1.1666 -1.1187 -1.1177 0.236
O 2.2408 0.5455 0.4115 -0.683
H 2.0740 2.5003 -0.0768 0.127
H -1.3423 0.1863 1.4414 0.217
H -2.3827 -0.2207 0.0382 0.209
C -1.3806 -0.2902 0.4612 -0.198
C 1.6103 1.5015 -0.0716 0.300
N -0.3240 0.2468 -0.4391 -0.226
H -0.2598 2.3384 -0.9002 0.210
C 0.3018 1.4706 -0.5896 -0.382
C -0.6577 -1.6613 0.3356 -0.469
H -1.2061 -2.4991 -0.1068 0.224
C 0.2753 -0.9028 -0.5465 0.191
```


Record 4
Density functional theory data (ωB97M-V/def2-TZVPD) for a molecular structure, C23H15BeCl2N6O4.

Output
Charge ... -1
Gap between HOMO and LUMO ... 7.52 eV

```
51
Properties=species:S:1:pos:R:3:nbo_charge:R:1
O 0.0768 1.9313 1.8228 -0.974
H 4.1271 2.7636 -2.5010 0.211
C -0.1114 1.0893 2.8459 0.465
C -0.5968 -0.3630 5.5382 -0.329
C -2.3115 -0.0135 3.6184 -0.243
H -0.0529 1.9177 -1.9901 0.225
C -1.2716 0.0025 2.5490 0.263
C -2.2584 -1.0078 -0.8622 0.156
C -2.8468 -2.2227 -1.2116 -0.222
C -0.3663 -2.0249 3.7925 0.713
C -1.9732 -0.1898 4.9029 0.004
H -1.9412 2.5889 4.5212 0.178
N -0.0435 1.6915 4.1444 -0.532
O 3.6027 0.7671 1.9962 -0.673
C 2.5889 0.5391 1.3337 0.619
C 2.0059 2.4224 -2.4228 -0.272
H 4.5200 1.5818 -0.3072 0.245
C -1.1926 -0.8897 -2.8749 0.030
C 0.4041 -1.4333 4.9402 -0.308
C 0.4125 0.7509 5.0861 0.264
C -0.8745 2.8328 4.4430 -0.406
Cl 1.2055 1.5409 6.4902 -0.082
C 3.3091 2.3186 -1.9483 -0.155
H -3.3367 0.1757 3.3318 0.261
C -1.6853 -2.1157 -3.2884 -0.274
H -2.9528 -3.7534 -2.7183 0.208
N 1.2085 1.2196 -0.5386 -0.579
N -1.4619 0.0830 1.1291 -0.862
H 2.3652 -0.2931 4.5478 0.254
O -3.5946 -0.7652 1.0804 -0.677
Cl -3.2573 -0.0914 6.0916 -0.039
C 2.4603 1.1258 -0.0667 0.184
C 0.9827 1.8606 -1.6822 0.068
C 3.5382 1.6664 -0.7513 -0.226
H -0.7351 3.5438 3.6292 0.223
H -0.5369 -0.3160 -3.5252 0.179
C -2.5147 -0.5072 0.5495 0.631
H -0.7112 -0.4530 6.6132 0.249
H 1.7879 2.9458 -3.3433 0.216
H -3.5157 -2.6914 -0.5033 0.244
C 0.8437 -0.1708 2.8958 0.229
N -0.2723 -1.1172 2.7607 -0.503
H -1.3962 -2.5293 -4.2453 0.209
H 0.8177 -2.1261 5.6672 0.231
C 1.2974 -0.3067 4.3594 -0.272
O -1.0789 -2.9995 3.8385 -0.575
Be 0.1261 0.7240 0.7617 1.666
H -0.5420 3.2849 5.3761 0.205
N -1.4587 -0.3444 -1.6925 -0.438
C -2.5388 -2.7949 -2.4309 -0.177
N 1.4834 -0.1323 1.6226 -0.816
```


Quick rundown of E_tot, same order as above: -4041.34285, -1754.43204, -324.61138, -2450.30043 Eh